This record from the Open Molecules 2025 dataset describes a structure of composition C28H38CsN10OSe4. The level of theory is ωB97M-V/def2-TZVPD.

The value obtained for the HOMO-LUMO gap is 0.183 Eh. As for the energy above the lowest of the compared OMol25 structures with the same formula, charge and spin: 0.557 eV. The net charge is -1.

Positions of all 82 atoms, in Å:
Cs 1.291 0.539 0.417
C 2.309 -2.337 -1.546
N 1.401 -1.318 -2.014
C 1.847 -0.739 -3.254
C 1.170 0.556 -3.557
N 0.599 1.328 -2.684
C 0.249 2.476 -3.375
C -0.353 3.647 -2.923
C -0.584 4.653 -3.845
C -0.227 4.510 -5.191
C 0.382 3.357 -5.657
C 0.616 2.353 -4.728
N 1.201 1.108 -4.815
C 2.066 -2.751 -0.137
N 0.974 -2.577 0.548
C 1.207 -3.241 1.757
C 0.402 -3.377 2.882
C 0.912 -4.067 3.970
C 2.207 -4.592 3.957
C 3.026 -4.450 2.850
C 2.504 -3.779 1.758
N 3.033 -3.480 0.510
H 3.325 -1.930 -1.570
H 2.299 -3.248 -2.172
H 0.442 -1.652 -2.071
H 1.780 -1.422 -4.120
H 2.914 -0.507 -3.143
H -0.614 3.754 -1.879
H -1.046 5.576 -3.520
H -0.424 5.321 -5.881
H 0.666 3.253 -6.697
H 1.596 0.678 -5.632
H -0.577 -2.920 2.934
H 0.311 -4.169 4.864
H 2.582 -5.096 4.838
H 4.043 -4.820 2.848
H 4.003 -3.196 0.385
N 1.535 3.858 0.429
C 0.689 4.460 1.458
C -0.738 4.617 0.962
N -1.352 3.331 0.704
C -2.693 3.419 0.174
C -3.202 2.042 -0.221
N -2.342 1.485 -1.257
H 2.407 3.540 0.844
H 1.769 4.536 -0.289
H 1.049 5.442 1.795
H 0.691 3.790 2.319
H -0.748 5.274 0.068
H -1.326 5.132 1.729
H -0.774 2.779 0.078
H -2.764 4.093 -0.703
H -3.352 3.837 0.943
H -4.259 2.128 -0.514
H -3.148 1.394 0.657
H -2.428 1.992 -2.130
H -2.525 0.507 -1.438
C -0.875 -4.873 -0.749
C -1.410 -3.465 -0.881
O -1.287 -2.805 -1.902
N -2.044 -2.989 0.220
C -2.263 -1.549 0.338
C -2.191 -1.127 1.779
C -3.026 -1.705 2.728
C -2.860 -1.359 4.061
C -1.879 -0.441 4.391
C -1.128 0.126 3.367
N -1.276 -0.208 2.086
H -0.154 -5.048 -1.544
H -1.692 -5.589 -0.850
H -0.393 -5.022 0.218
H -1.793 -3.449 1.083
H -3.230 -1.288 -0.103
H -1.483 -1.022 -0.214
H -3.776 -2.426 2.426
H -3.483 -1.807 4.826
H -1.687 -0.152 5.415
H -0.368 0.874 3.588
Se 4.803 -0.421 0.228
Se 4.687 -0.818 2.548
Se 2.519 -0.430 3.437
Se 2.267 1.894 3.789

Mulliken atomic charge list, values in e, 8 entries: number 1, Cs, carries 0.766; number 2, C, carries -1.047; number 3, N, carries 0.548; number 4, C, carries -0.984; number 5, C, carries -0.026; number 6, N, carries 0.025; number 7, C, carries -0.198; number 8, C, carries 0.365

***

This record from the Open Molecules 2025 dataset describes a structure of composition C28H39Cl2N4NiO4 at a distorted geometry. The level of theory is ωB97M-V/def2-TZVPD.

The value obtained for the HOMO-LUMO gap (alpha / beta) is 0.179 / 0.228 Eh. Its spin multiplicity is 3. As for the energy above the lowest of the compared OMol25 structures with the same formula, charge and spin: 1.068 eV. The net charge is -1.

Positions of all 78 atoms, in Å:
O 3.380 2.564 -2.605
C 4.597 2.475 -2.559
C 5.458 2.118 -3.733
C 4.853 1.721 -4.939
H 3.764 1.690 -5.008
C 5.642 1.368 -6.033
H 5.163 1.053 -6.961
C 7.039 1.419 -5.934
H 7.655 1.131 -6.784
C 7.643 1.839 -4.741
H 8.729 1.888 -4.668
C 6.855 2.191 -3.647
H 7.301 2.524 -2.708
H 5.147 2.681 -1.612
C 3.084 -2.202 0.285
C 1.905 -1.392 0.696
H 3.331 -2.933 1.052
H 3.924 -1.513 0.135
H 2.867 -2.696 -0.667
C 1.147 -1.458 1.783
C 1.211 -2.594 2.785
H 0.445 -0.646 1.985
H 2.129 -3.179 2.618
H 0.356 -3.279 2.675
H 1.219 -2.211 3.816
Ni 1.569 -0.088 -0.852
Cl 0.513 -1.385 -2.148
Cl 2.545 1.365 0.336
H 0.196 2.740 -4.066
H -1.811 1.350 -5.096
C 0.108 2.032 -3.227
C -1.836 0.807 -4.136
N -1.268 1.614 -3.067
H 0.470 2.491 -2.300
C -2.040 2.122 -2.067
O -1.673 2.917 -1.201
H -2.877 0.571 -3.887
H -3.081 1.728 -2.099
H 0.711 1.148 -3.464
H -1.263 -0.122 -4.252
H -1.409 3.506 4.572
H -0.585 5.259 3.058
C -0.566 2.855 4.300
C 0.264 4.610 2.795
N -0.077 3.215 2.982
H -0.875 1.808 4.296
C -0.192 2.351 1.940
O -0.791 1.278 2.003
H 0.531 4.775 1.748
H 0.332 2.690 1.023
H 0.227 3.018 5.043
H 1.112 4.902 3.429
C -5.143 -3.968 1.625
N -3.911 -3.398 1.104
N -3.789 -2.137 0.662
C -2.482 -1.917 0.165
O -2.099 -0.825 -0.254
C -1.854 -3.208 0.323
C -2.774 -4.079 0.841
C -2.675 -5.540 1.050
C -4.781 -1.140 0.727
C -5.469 -0.885 1.917
C -6.348 0.197 1.986
C -6.505 1.040 0.877
C -5.850 0.755 -0.332
C -4.974 -0.322 -0.395
H -5.872 -3.204 1.883
H -4.911 -4.535 2.533
H -5.606 -4.659 0.909
H -0.840 -3.412 0.022
H -3.614 -5.986 1.406
H -2.389 -6.017 0.101
H -1.871 -5.766 1.763
H -5.292 -1.527 2.780
H -6.889 0.385 2.916
H -7.170 1.902 0.934
H -5.999 1.374 -1.220
H -4.409 -0.542 -1.298

Mulliken atomic charge list, values in e, 8 entries: number 1, O, carries -0.447; number 2, C, carries -0.203; number 3, C, carries 0.616; number 4, C, carries -0.281; number 5, H, carries 0.391; number 6, C, carries -0.443; number 7, H, carries 0.365; number 8, C, carries -0.362

***

This record from the Open Molecules 2025 dataset describes a structure of composition C28H39N2O2P2RuS4 at a distorted geometry. The level of theory is ωB97M-V/def2-TZVPD.

The value obtained for the HOMO-LUMO gap is 0.232 Eh. As for the energy above the lowest of the compared OMol25 structures with the same formula, charge and spin: 3.889 eV. The net charge is -1.

Positions of all 78 atoms, in Å:
Ru 0.064 -0.639 0.359
C 2.429 -3.240 1.354
N 2.497 -2.160 0.348
C 3.606 -1.268 0.637
C 3.412 -0.544 1.972
N 2.742 0.749 1.827
C 3.627 1.736 1.238
C 2.055 1.175 3.006
C 2.524 2.268 3.739
C 1.867 2.736 4.868
C 0.708 2.111 5.294
C 0.231 1.012 4.590
C 0.876 0.516 3.449
S 0.179 -0.935 2.713
C 2.474 -2.686 -0.982
C 3.564 -2.602 -1.842
C 3.487 -3.065 -3.150
C 2.322 -3.664 -3.599
C 1.247 -3.804 -2.733
C 1.288 -3.306 -1.429
S -0.148 -3.403 -0.409
H 2.098 -4.162 0.887
H 1.726 -2.994 2.146
H 3.424 -3.412 1.786
H 3.664 -0.543 -0.173
H 4.561 -1.817 0.678
H 4.397 -0.399 2.444
H 2.809 -1.159 2.635
H 3.161 2.720 1.267
H 3.809 1.488 0.192
H 4.602 1.793 1.750
H 3.435 2.767 3.432
H 2.270 3.583 5.414
H 0.172 2.474 6.164
H -0.674 0.509 4.908
H 4.501 -2.178 -1.504
H 4.343 -2.959 -3.806
H 2.247 -4.007 -4.625
H 0.321 -4.255 -3.064
C -2.909 -2.549 -5.147
C -1.567 -2.462 -4.446
O -1.657 -2.853 -3.072
P -1.733 -1.793 -1.859
S -2.134 -1.118 0.403
S -0.035 -0.595 -2.014
O -2.902 -0.889 -2.605
C -3.411 0.343 -2.117
C -4.847 0.192 -1.655
H -2.799 -2.252 -6.193
H -3.622 -1.886 -4.662
H -3.295 -3.571 -5.099
H -1.164 -1.450 -4.515
H -0.852 -3.151 -4.897
H -3.346 1.067 -2.937
H -2.800 0.705 -1.292
H -5.483 -0.139 -2.479
H -5.208 1.153 -1.279
H -4.893 -0.543 -0.850
C -0.109 2.577 -1.293
P -0.222 1.866 0.392
C 0.373 3.349 1.322
C -1.988 2.135 0.844
C -2.808 3.042 0.176
C -4.105 3.281 0.615
C -4.596 2.618 1.732
C -3.786 1.709 2.400
C -2.492 1.466 1.957
H -0.795 2.065 -1.963
H 0.901 2.371 -1.653
H -0.279 3.655 -1.290
H -0.386 4.125 1.244
H 1.305 3.713 0.883
H 0.541 3.110 2.372
H -2.445 3.562 -0.704
H -4.732 3.990 0.086
H -5.606 2.807 2.076
H -4.162 1.179 3.268
H -1.870 0.737 2.470

Mulliken atomic charge list, values in e, 8 entries: number 1, Ru, carries 0.746; number 2, C, carries -1.415; number 3, N, carries 1.053; number 4, C, carries -1.057; number 5, C, carries -1.313; number 6, N, carries 1.629; number 7, C, carries -1.478; number 8, C, carries -1.205